[1]
Computed, not measured: an isolated molecule of C4H7N3O in a non-equilibrium geometry, with ωB97M-V with the def2-TZVPD basis set.

Structure (ORCA input):
```
! RIJCOSX wB97M-V def2-TZVPD def2/J DEFGRID3
* xyz 0 1
C -0.760 -2.250 1.134
C 0.382 -0.105 0.571
C 1.038 1.875 -0.036
C 0.299 1.289 -0.984
H -1.655 -1.602 1.501
H -0.518 -3.258 1.666
H -1.196 -2.760 0.118
H 1.167 -1.553 1.859
H 1.249 3.006 0.159
H -0.171 1.193 -3.162
H -0.722 2.744 -2.188
N 0.536 -1.419 0.992
N 0.889 0.948 1.154
N -0.361 1.810 -2.223
O -0.175 0.082 -0.561
*
```

Summary:
gap between HOMO and LUMO: 9.203 eV
HOMO energy: -8.32 eV
LUMO: 0.89 eV
E: -396.0273 Eh

natural (NBO) population analysis, charges in e, atoms 1 to 8:
1 C -0.45
2 C 0.63
3 C -0.17
4 C 0.36
5 H 0.21
6 H 0.22
7 H 0.20
8 H 0.41

***

[2]
Computed, not measured: a structure of composition C17H20AuBN11O3 in a non-equilibrium geometry, with ωB97M-V with the def2-TZVPD basis set.

Structure (ORCA input):
```
! RIJCOSX wB97M-V def2-TZVPD def2/J DEFGRID3
* xyz 2 2
Au -1.843 1.479 0.150
C 2.327 2.466 -0.629
C 1.104 2.689 -0.007
N 0.295 1.670 -0.259
N 0.933 0.783 -1.043
C 2.173 1.258 -1.278
B 0.217 -0.449 -1.657
N -1.022 -1.672 0.273
C -0.712 -2.463 1.474
C -1.973 -2.234 2.238
C -2.708 -1.334 1.547
N -2.083 -0.929 0.406
N -1.031 0.047 -2.415
C -1.454 -0.210 -3.668
C -2.675 0.406 -3.861
C -2.948 1.042 -2.656
N -1.947 0.828 -1.812
N 1.174 -1.259 -2.534
C 0.861 -2.370 -3.231
C 2.044 -2.978 -3.629
C 3.059 -2.175 -3.079
N 2.506 -1.214 -2.385
H 3.185 3.106 -0.611
H 0.779 3.524 0.577
H 2.868 0.708 -1.886
H -0.479 -3.501 1.226
H -2.206 -2.710 3.167
H -3.679 -0.937 1.766
H -0.881 -0.784 -4.368
H -3.280 0.414 -4.741
H -3.805 1.621 -2.378
H -0.151 -2.679 -3.397
H 2.179 -3.890 -4.176
H 4.118 -2.328 -3.107
N -0.622 3.043 3.319
C -1.906 2.968 2.969
N -2.788 3.664 3.692
O -2.343 2.285 1.999
H -0.364 3.520 4.169
H 0.102 2.449 2.925
H -2.520 4.207 4.497
H -3.765 3.633 3.444
O -0.099 -1.542 -0.684
C 0.491 -1.719 1.951
C 1.890 -2.065 1.571
C 2.652 -0.802 1.984
C 1.548 0.165 2.427
O 1.681 1.333 2.681
N 0.361 -0.513 2.425
H 1.966 -2.274 0.502
H 2.229 -2.961 2.096
H 3.232 -0.349 1.180
H 3.312 -0.963 2.838
*
```

Summary:
gap between HOMO and LUMO (spin up / spin down): 5.724 / 5.446 eV
HOMO energy (spin up / spin down): -14.16 / -14.16 eV
LUMO (spin up / spin down): -8.43 / -8.71 eV
E: -1647.8142 Eh

natural (NBO) population analysis, charges in e, atoms 1 to 8:
1 Au 1.25
2 C -0.31
3 C 0.01
4 N -0.37
5 N -0.38
6 C 0.04
7 B 0.99
8 N 0.31

***

[3]
Computed, not measured: a cluster of 11 separate species, C32H82O16 in total in a non-equilibrium geometry, with ωB97M-V with the def2-TZVPD basis set.

Structure (ORCA input):
```
! RIJCOSX wB97M-V def2-TZVPD def2/J DEFGRID3
* xyz 0 1
C 2.202 4.201 3.914
C 0.698 4.014 4.113
C 0.194 4.000 2.618
O 1.376 4.142 1.824
C 2.490 3.648 2.554
H 2.814 3.738 4.696
H 2.558 5.235 3.914
H 0.214 4.769 4.723
H 0.410 3.003 4.400
H -0.605 4.648 2.253
H -0.171 3.019 2.290
H 3.424 3.970 2.101
H 2.517 2.549 2.607
C -0.132 -1.538 -0.194
C -0.752 -0.889 1.059
C 0.161 0.349 1.139
O 0.695 0.644 -0.152
C 0.186 -0.324 -1.066
H -0.807 -2.250 -0.677
H 0.789 -2.103 -0.040
H -0.665 -1.493 1.954
H -1.759 -0.556 0.813
H 1.026 0.086 1.754
H -0.440 1.173 1.519
H 0.878 -0.581 -1.875
H -0.652 0.146 -1.591
C 1.678 -3.604 -2.950
O 0.530 -4.441 -2.965
H 1.726 -2.970 -3.840
H 1.841 -2.948 -2.094
H 2.565 -4.229 -3.095
H 0.828 -5.324 -2.737
C -0.162 -0.179 4.638
O -1.392 0.438 4.356
H 0.129 -0.916 3.876
H 0.617 0.568 4.741
H -0.255 -0.872 5.484
H -2.082 -0.235 4.269
C -3.015 -3.305 4.024
O -2.917 -1.974 3.528
H -4.006 -3.521 4.426
H -2.835 -3.951 3.156
H -2.198 -3.485 4.717
H -3.493 -1.808 2.775
C -2.925 -0.606 -2.630
O -2.674 0.040 -1.386
H -3.574 0.017 -3.247
H -1.990 -0.838 -3.151
H -3.388 -1.582 -2.477
H -2.573 0.976 -1.602
C 5.273 4.326 -4.184
O 4.159 4.783 -4.940
C 3.283 5.607 -4.208
C 2.129 4.834 -3.641
O 2.645 3.831 -2.757
C 1.680 2.951 -2.231
H 5.006 3.594 -3.425
H 5.842 5.186 -3.821
H 5.897 3.841 -4.938
H 2.783 6.346 -4.844
H 3.808 6.163 -3.428
H 1.622 4.263 -4.431
H 1.342 5.405 -3.140
H 0.836 3.384 -1.682
H 2.170 2.312 -1.499
H 1.308 2.376 -3.089
C 4.244 -0.082 -0.217
O 4.797 -0.943 -1.173
C 4.369 -0.640 -2.474
C 5.317 -1.293 -3.496
O 5.027 -0.818 -4.775
C 5.700 -1.474 -5.845
H 4.527 -0.427 0.778
H 3.157 -0.010 -0.347
H 4.592 0.962 -0.219
H 4.189 0.405 -2.744
H 3.400 -1.127 -2.650
H 5.176 -2.378 -3.423
H 6.361 -1.051 -3.251
H 5.079 -1.398 -6.730
H 5.912 -2.525 -5.627
H 6.665 -0.963 -5.911
C 3.317 -5.611 3.099
O 2.479 -5.522 1.936
C 1.585 -4.409 1.944
C 0.443 -4.705 1.023
O -0.422 -5.706 1.524
C -1.502 -5.997 0.683
H 3.193 -4.735 3.737
H 4.374 -5.777 2.899
H 2.893 -6.492 3.591
H 2.131 -3.505 1.664
H 1.162 -4.289 2.948
H 0.757 -5.030 0.027
H -0.082 -3.745 0.994
H -2.339 -5.292 0.706
H -1.832 -6.989 1.000
H -1.146 -6.102 -0.352
C -2.940 2.414 0.696
O -3.273 2.666 -0.670
C -2.331 3.521 -1.281
C -2.433 5.005 -0.971
O -2.194 5.272 0.401
C -2.640 6.540 0.814
H -1.864 2.405 0.896
H -3.365 1.453 0.984
H -3.328 3.216 1.327
H -2.427 3.332 -2.357
H -1.299 3.172 -1.120
H -3.472 5.321 -1.132
H -1.747 5.558 -1.620
H -3.689 6.711 0.556
H -1.958 7.303 0.423
H -2.560 6.584 1.900
C -5.445 -5.040 1.188
O -4.818 -3.790 1.080
C -5.411 -2.909 0.147
C -4.793 -1.532 0.408
O -4.989 -1.038 1.702
C -6.296 -0.503 1.959
H -4.775 -5.789 1.603
H -5.686 -5.394 0.175
H -6.389 -5.042 1.744
H -6.495 -2.920 0.324
H -5.210 -3.271 -0.869
H -5.129 -0.887 -0.414
H -3.710 -1.604 0.288
H -6.201 -0.297 3.028
H -7.041 -1.282 1.809
H -6.478 0.447 1.456
*
```

Summary:
gap between HOMO and LUMO: 9.657 eV
HOMO energy: -9.06 eV
LUMO: 0.60 eV
E: -2471.8922 Eh

Mulliken population analysis, charges in e, atoms 1 to 8:
1 C -0.67
2 C -0.37
3 C 1.24
4 O -0.41
5 C -0.22
6 H 0.38
7 H 0.25
8 H 0.34

***

E of number 3 (C32H82O16)? -2471.8922 Eh

***

Which of these has the highest E? C4H7N3O